ORCA calculation (ωB97M-V/def2-TZVPD) on a cluster of 10 separate species, C50H83BFNO28S2 in total at a distorted geometry.

```
166
Properties=species:S:1:pos:R:3:forces:R:3
C 4.600594 -1.783389 2.666138 0.179 0.011 -0.289
C 4.670022 -0.385348 1.997462 -0.646 -0.437 0.493
C 3.510631 0.504401 2.494582 0.399 -0.181 -0.356
C 2.180411 0.168590 1.794698 -0.185 0.408 0.689
C 1.772764 1.155614 0.689431 0.250 -0.494 -0.437
C 2.904434 1.603983 -0.244818 -0.220 -0.165 -0.487
C 3.132425 0.643413 -1.422848 0.112 -0.090 0.622
C 4.028608 1.190491 -2.530258 -0.234 -0.459 -0.297
N 3.894401 2.633527 -2.768276 -0.344 -0.411 -1.274
C 4.869731 3.090484 -3.808792 0.263 -0.017 0.146
C 6.321329 2.967285 -3.370391 -0.005 0.162 -0.032
C 6.608571 3.746083 -2.082296 -0.142 -0.307 0.105
C 6.615903 2.911882 -0.795359 -0.148 0.417 0.282
C 6.267040 3.800166 0.419471 -0.028 -0.689 -0.285
C 4.746120 3.928837 0.571817 0.247 0.595 0.133
C 4.249599 5.283604 1.062561 -0.713 -0.102 -0.158
C 2.713698 5.308746 1.056197 0.173 -0.102 0.004
C 2.608640 3.068783 -3.113230 -0.177 0.520 0.619
S 2.215314 4.642431 -2.863561 0.212 0.089 -0.205
S 1.453784 1.968301 -3.923919 0.247 -0.185 -0.006
C 0.000610 1.741647 -2.820322 0.057 0.153 0.357
C -0.313858 2.859298 -1.835211 -0.650 -0.003 -0.182
C -1.185851 3.967589 -2.457448 0.037 -0.024 0.408
B -1.515455 5.094733 -1.390157 0.051 0.093 0.181
O -0.499059 5.701217 -0.701402 -0.140 -0.083 -0.200
C -3.003885 5.509623 -1.039572 0.334 0.686 -0.455
C -3.201813 7.010752 -0.780411 -0.590 -0.520 0.633
C -3.075654 7.359898 0.692432 0.437 -0.251 -0.160
F -2.303698 7.774075 -1.528533 0.094 0.066 -0.209
H 3.922766 -1.792630 3.519625 0.052 0.046 0.083
H 5.584386 -2.109407 3.006221 -0.012 0.030 0.033
H 4.232229 -2.537533 1.968507 -0.042 0.019 0.023
H 4.548921 -0.552055 0.925974 0.276 0.310 -0.126
H 5.631768 0.082150 2.197576 0.031 0.035 -0.062
H 3.432772 0.368430 3.573896 -0.093 -0.005 0.036
H 3.765535 1.556977 2.349443 -0.136 0.013 0.007
H 1.396471 0.188464 2.558180 -0.102 -0.070 -0.148
H 2.192919 -0.860640 1.430343 0.149 -0.002 -0.131
H 1.260779 2.025364 1.102674 0.175 0.057 0.214
H 1.032758 0.655349 0.053563 -0.172 0.107 0.120
H 2.646644 2.586847 -0.652603 -0.027 -0.142 0.144
H 3.850630 1.748795 0.278847 -0.350 -0.263 -0.103
H 3.641686 -0.247033 -1.041618 -0.141 -0.118 -0.052
H 2.168947 0.299464 -1.800520 0.063 0.109 -0.168
H 5.064693 0.977017 -2.277944 0.000 0.248 0.016
H 3.823009 0.636090 -3.456272 0.076 0.005 0.033
H 4.698669 2.511617 -4.728257 0.028 -0.042 0.068
H 4.668616 4.132226 -4.048445 -0.160 0.017 0.189
H 6.923152 3.386323 -4.180269 -0.040 -0.109 -0.081
H 6.596581 1.913690 -3.290155 0.177 0.042 0.075
H 5.838442 4.517942 -1.982103 0.070 0.068 -0.007
H 7.573659 4.250371 -2.154374 -0.035 0.106 -0.031
H 5.878417 2.105942 -0.840746 0.180 0.002 -0.010
H 7.602601 2.460854 -0.653847 -0.040 -0.118 -0.179
H 6.678630 3.325069 1.313804 0.036 0.300 0.137
H 6.744236 4.770975 0.270961 0.008 0.092 0.202
H 4.385991 3.167651 1.271268 0.140 0.208 -0.083
H 4.265885 3.715060 -0.390177 0.181 0.225 0.113
H 4.583371 5.490558 2.081396 0.266 0.053 -0.058
H 4.600405 6.075356 0.395820 0.213 0.044 0.118
H 2.312951 6.233810 1.469963 -0.021 -0.016 0.006
H 2.334245 5.197554 0.037078 0.068 0.029 -0.002
H 2.320555 4.467598 1.632896 -0.053 0.057 0.081
H 0.132214 0.793658 -2.297962 0.210 0.037 -0.029
H -0.836406 1.607734 -3.504973 0.042 0.039 -0.098
H 0.586922 3.262033 -1.377830 0.035 -0.080 0.013
H -0.890097 2.411389 -1.018430 0.070 -0.077 -0.014
H -2.123084 3.512190 -2.785266 0.049 -0.006 -0.159
H -0.673653 4.392840 -3.326736 -0.033 0.004 -0.034
H 0.360464 5.438888 -1.049574 0.122 -0.016 0.138
H -3.635545 5.212521 -1.878519 -0.111 -0.151 0.138
H -3.342400 4.968707 -0.153820 -0.081 -0.194 -0.080
H -4.205673 7.282999 -1.119556 0.110 0.214 -0.122
H -3.023643 8.435710 0.850537 -0.135 0.013 -0.007
H -2.172391 6.899025 1.099162 0.033 0.120 -0.005
H -3.924355 6.931223 1.225391 -0.072 0.142 0.030
O 1.600413 7.363677 -8.936582 -0.013 -0.001 -0.064
C 1.386952 7.288767 -7.768090 0.026 -0.027 0.045
O 2.335758 7.295933 -6.809015 -0.062 0.000 -0.023
C 1.686958 7.423698 -5.537061 -0.030 0.052 0.235
C 0.301208 6.889420 -5.827169 -0.069 -0.070 0.169
O 0.152873 7.183594 -7.223534 0.034 -0.008 -0.016
H 2.210390 6.848045 -4.780120 0.136 -0.076 -0.113
H 1.679978 8.476607 -5.250633 -0.023 0.004 -0.047
H 0.235449 5.809086 -5.685363 0.043 -0.003 -0.009
H -0.481509 7.376494 -5.251932 -0.042 0.070 -0.126
O 3.365630 -5.021612 1.555647 -0.147 -0.096 -0.075
C 4.361625 -5.353328 2.118643 0.069 0.094 0.027
O 4.539898 -5.296403 3.453649 -0.042 -0.047 -0.050
C 5.763226 -5.968364 3.774361 0.130 -0.057 0.102
C 6.526400 -5.879589 2.468416 0.189 0.025 0.049
O 5.466402 -5.825041 1.503487 -0.029 0.006 0.047
H 6.259371 -5.468549 4.601528 -0.103 0.110 -0.018
H 5.533074 -6.997056 4.056882 -0.010 0.002 -0.028
H 7.116751 -4.965291 2.391349 -0.035 0.018 0.017
H 7.163058 -6.739165 2.277825 -0.103 -0.038 -0.107
O 8.158594 -1.528328 3.071627 -0.024 -0.048 0.023
C 8.621110 -0.623609 2.456900 -0.038 0.011 -0.037
O 8.107134 0.629640 2.423028 0.118 -0.061 -0.030
C 9.049267 1.482466 1.762647 0.042 0.210 -0.019
C 9.839372 0.500932 0.923193 0.055 0.081 -0.095
O 9.731112 -0.704690 1.686333 -0.037 0.016 0.005
H 8.526012 2.233402 1.175403 -0.054 -0.111 0.104
H 9.662902 1.976310 2.517834 0.018 -0.032 0.006
H 9.392139 0.336255 -0.058924 -0.034 0.002 0.011
H 10.883454 0.776603 0.801801 0.030 -0.113 0.083
O -2.858675 -5.481391 1.513500 -0.071 0.007 -0.015
C -1.734682 -5.550864 1.121809 0.064 0.050 0.011
O -1.057490 -4.537845 0.550156 -0.037 -0.091 0.006
C 0.319213 -4.932329 0.427558 0.251 0.109 0.041
C 0.220398 -6.441172 0.429483 0.162 -0.058 -0.087
O -0.972249 -6.663340 1.195462 -0.037 0.019 -0.032
H 0.747662 -4.527344 -0.484684 -0.138 0.055 -0.029
H 0.875568 -4.552569 1.283763 -0.011 -0.026 -0.006
H 0.073772 -6.854899 -0.569867 -0.029 0.017 0.005
H 1.071198 -6.925268 0.899908 -0.090 -0.008 0.128
O -7.212060 -9.296732 3.867853 -0.075 -0.035 0.093
C -6.624516 -8.560991 3.136453 0.052 0.024 -0.039
O -5.347185 -8.729254 2.744819 -0.090 0.004 -0.016
C -5.068717 -7.784601 1.698735 0.152 0.038 -0.174
C -6.094037 -6.706009 1.963851 0.081 0.146 -0.049
O -7.153993 -7.444123 2.593060 0.013 -0.017 0.023
H -4.049657 -7.420870 1.764290 0.016 -0.087 0.164
H -5.219663 -8.277913 0.736316 -0.064 -0.019 0.030
H -5.729143 -5.949027 2.658599 0.019 -0.029 0.013
H -6.457207 -6.220331 1.062785 -0.131 -0.071 0.025
O -10.532306 -9.035794 9.539745 -0.018 -0.067 0.077
C -10.069666 -9.240679 8.461902 0.043 0.040 -0.044
O -10.328396 -10.343319 7.719876 0.002 0.009 0.018
C -9.786161 -10.137597 6.406370 0.031 -0.038 -0.177
C -8.710437 -9.106211 6.664246 0.141 0.031 -0.179
O -9.220772 -8.417289 7.817358 -0.071 -0.085 0.025
H -9.402351 -11.070681 6.004762 -0.023 -0.053 0.128
H -10.577597 -9.763096 5.755814 -0.002 0.025 0.026
H -7.752315 -9.558598 6.921760 -0.013 -0.008 0.010
H -8.567750 -8.419277 5.837036 -0.043 0.089 0.095
O -3.502191 9.192133 -12.629018 -0.019 0.007 -0.011
C -2.610543 8.628170 -12.084189 -0.002 0.008 0.006
O -2.284555 8.777504 -10.778802 -0.002 -0.052 -0.063
C -1.320098 7.773387 -10.436319 0.081 -0.031 0.144
C -0.704878 7.449692 -11.779495 0.136 -0.050 0.026
O -1.776987 7.743859 -12.683850 0.005 0.010 0.029
H -0.602187 8.157982 -9.721188 -0.071 0.118 -0.011
H -1.843341 6.920560 -9.999442 -0.005 -0.005 -0.028
H 0.143314 8.094311 -12.014101 -0.016 0.020 0.019
H -0.402923 6.410898 -11.878438 -0.102 -0.012 -0.089
O -4.427465 2.604573 -1.692726 0.049 -0.072 0.024
C -5.102285 2.713195 -2.663122 -0.002 0.021 0.000
O -6.039139 3.672960 -2.845763 0.018 -0.028 -0.019
C -6.470955 3.629462 -4.209494 -0.068 0.061 -0.117
C -6.138901 2.204723 -4.605039 -0.092 -0.033 -0.114
O -5.034891 1.901653 -3.745939 -0.013 0.037 0.013
H -7.529968 3.863368 -4.275190 0.002 0.003 0.139
H -5.902115 4.365035 -4.780803 0.018 -0.020 0.002
H -6.952231 1.510325 -4.388299 -0.002 0.019 0.023
H -5.844315 2.100992 -5.645824 0.130 -0.025 0.050
O -12.460973 -14.525680 12.640633 -0.004 -0.025 0.015
C -12.007198 -13.611662 12.033072 -0.019 0.017 -0.006
O -12.533615 -12.365586 12.003004 0.073 -0.071 -0.020
C -11.593363 -11.493597 11.360768 0.000 0.227 -0.059
C -10.785365 -12.457078 10.520445 0.045 0.076 -0.116
O -10.888637 -13.674314 11.269772 -0.020 0.020 0.004
H -12.106289 -10.739682 10.772751 -0.103 -0.057 0.055
H -10.991755 -11.001795 12.126487 0.014 -0.018 -0.005
H -11.219046 -12.612545 9.531415 -0.018 0.009 0.014
H -9.743917 -12.167204 10.412736 0.029 -0.104 0.082
```
Forces are in eV/Å.

Properties
E_HOMO: -8.897 eV
Orbital gap: 0.289 Ha
SMILES: CCCCCCCCN(CCCCCCCC)C(=S)SCCCB(O)C[C@@H](C)F.O=C1OCCO1.O=C1OCCO1.O=C1OCCO1.O=C1OCCO1.O=C1OCCO1.O=C1OCCO1.O=C1OCCO1.O=C1OCCO1.O=C1OCCO1
Lowest unoccupied orbital energy: -1.047 eV
E: -5037.71240 a.u.
Molecular weight: 1240.14 g/mol

Atom charges from the Löwdin analysis, given in e for atoms 1 to 99:
1. C -0.08
2. C -0.22
3. C -0.21
4. C -0.18
5. C -0.18
6. C -0.21
7. C -0.17
8. C -0.21
9. N -0.19
10. C -0.19
11. C -0.18
12. C -0.18
13. C -0.20
14. C -0.18
15. C -0.23
16. C -0.24
17. C -0.10
18. C -1.02
19. S 0.76
20. S 0.92
21. C -0.43
22. C -0.28
23. C -0.11
24. B -0.47
25. O 0.15
26. C -0.04
27. C -0.39
28. C -0.04
29. F -0.03
30. H 0.08
31. H 0.05
32. H 0.05
33. H 0.09
34. H 0.08
35. H 0.10
36. H 0.08
37. H 0.11
38. H 0.11
39. H 0.11
40. H 0.10
41. H 0.07
42. H 0.07
43. H 0.11
44. H 0.08
45. H 0.10
46. H 0.11
47. H 0.13
48. H 0.10
49. H 0.11
50. H 0.11
51. H 0.11
52. H 0.11
53. H 0.09
54. H 0.09
55. H 0.09
56. H 0.11
57. H 0.09
58. H 0.08
59. H 0.11
60. H 0.11
61. H 0.08
62. H 0.02
63. H 0.07
64. H 0.06
65. H 0.08
66. H 0.05
67. H 0.13
68. H 0.09
69. H 0.08
70. H 0.03
71. H 0.09
72. H 0.12
73. H 0.13
74. H 0.08
75. H 0.08
76. H 0.08
77. O 0.15
78. C -0.57
79. O 0.07
80. C -0.11
81. C -0.11
82. O 0.05
83. H 0.08
84. H 0.14
85. H 0.13
86. H 0.14
87. O 0.14
88. C -0.58
89. O 0.06
90. C -0.11
91. C -0.10
92. O 0.07
93. H 0.14
94. H 0.13
95. H 0.13
96. H 0.13
97. O 0.16
98. C -0.57
99. O 0.05